Model P:
C2H7N3OS | wB97M-V/def2-TZVPD

Positions of all 14 atoms, in Å:
C -1.82 -0.79 0.72
S -1.42 -0.34 -1.03
C 0.22 0.36 -0.59
N 0.41 1.60 -0.06
O -0.78 2.40 -0.27
N 1.25 -0.55 -0.32
N 2.64 -0.32 -0.32
H -2.50 -1.79 0.23
H -2.47 0.02 1.44
H -0.82 -1.26 1.13
H -1.52 1.58 -0.20
H 0.96 -1.21 -1.01
H 3.30 -0.48 0.75
H 2.54 0.78 -0.48

As for the SMILES: CS/C(=N\O)NN. As for the HOMO energy: -8.44 eV. Its total charge is 0.

Results of the natural (NBO) charge analysis, in e, for atoms 1 through 2: number 1, C, carries -0.79; number 2, S, carries 0.20



Model Q:
C2H7N3OS | wB97M-V/def2-TZVPD

Positions of all 14 atoms, in Å:
C -1.48 1.84 0.19
N -0.14 1.49 -0.26
C 0.49 0.31 -0.04
N 0.07 -0.87 0.17
S -1.59 -1.25 -0.06
N 1.89 0.49 -0.07
O 2.63 -0.71 -0.01
H -2.26 1.57 -0.54
H -1.69 1.30 1.14
H -1.54 2.91 0.38
H 0.36 2.23 -0.68
H -1.40 -2.56 -0.10
H 2.20 1.03 0.74
H 1.97 -1.35 0.39

As for the SMILES: CN/C(=N\S)NO. As for the HOMO energy: -8.33 eV. Its total charge is 0.

Results of the natural (NBO) charge analysis, in e, for atoms 1 through 2: number 1, C, carries -0.42; number 2, N, carries -0.62



Model R:
C2H7N3OS | wB97M-V/def2-TZVPD

Positions of all 14 atoms, in Å:
C 0.50 1.78 -0.01
N -0.47 0.71 -0.02
C -0.28 -0.50 -0.17
N -1.49 -1.31 0.12
O -2.70 -0.46 0.07
N 0.80 -1.27 -0.47
S 2.23 -0.76 0.29
H -0.16 2.57 -0.50
H 0.81 2.10 1.16
H 1.45 1.33 -0.54
H -1.72 -1.97 0.93
H -2.24 0.29 0.48
H 0.69 -2.44 -0.45
H 2.58 -0.07 -0.89

As for the SMILES: C/N=C(/NO)NS. As for the HOMO energy: -8.82 eV. Its total charge is 0.

Results of the natural (NBO) charge analysis, in e, for atoms 1 through 2: number 1, C, carries -0.44; number 2, N, carries -0.55



The structure with the greatest stability is model Q.



Model P:
C2H7N3OS | wB97M-V/def2-TZVPD

Positions of all 14 atoms, in Å:
C -2.62 -0.77 0.25
O -1.52 -0.56 -0.61
N -0.39 -0.76 0.09
C 0.68 0.01 0.05
S 2.17 -0.73 0.03
N 0.64 1.33 -0.02
N -0.46 2.14 0.05
H -2.29 -1.71 0.86
H -3.56 -0.78 -0.29
H -2.81 0.07 1.02
H -0.11 -1.69 0.03
H 1.62 1.78 -0.04
H -1.17 1.89 0.87
H -1.02 2.11 -0.80

As for the SMILES: CONC(=S)NN. As for the HOMO energy: -8.24 eV. Its total charge is 0.

Results of the natural (NBO) charge analysis, in e, for atoms 1 through 2: number 1, C, carries -0.26; number 2, O, carries -0.37



Model Q:
C2H7N3OS | wB97M-V/def2-TZVPD

Positions of all 14 atoms, in Å:
C 0.55 1.25 0.55
N 0.86 -0.01 -0.13
S 2.54 -0.32 -0.51
C 0.03 -1.10 0.05
O 0.47 -2.19 0.21
N -1.35 -0.88 0.07
N -1.94 0.14 -0.79
H -0.24 1.14 1.25
H 1.41 1.70 1.03
H 0.17 1.97 -0.21
H 2.77 -1.29 0.40
H -1.89 -1.75 -0.07
H -1.34 0.34 -1.57
H -2.04 0.99 -0.27

As for the SMILES: CN(S)C(=O)NN. As for the HOMO energy: -9.19 eV. Its total charge is 0.

Results of the natural (NBO) charge analysis, in e, for atoms 1 through 2: number 1, C, carries -0.42; number 2, N, carries -0.60



The structure with the greatest stability is model Q.



Model P:
C4H8FNO | wB97M-V/def2-TZVPD

Positions of all 15 atoms, in Å:
N -0.42 0.01 -2.01
C -0.69 0.28 -0.63
C -0.77 1.76 -0.05
O 0.11 1.37 1.09
C 0.56 0.16 0.37
C 0.63 -1.11 1.18
F 0.60 -2.09 0.20
H -1.27 -0.22 -2.46
H 0.03 -0.92 -1.99
H -1.50 -0.30 -0.23
H -1.67 2.24 0.26
H -0.19 2.41 -0.76
H 1.49 0.42 -0.16
H -0.18 -1.30 1.86
H 1.56 -1.08 1.79

As for the SMILES: N[C@@H]1CO[C@H]1CF. As for the HOMO energy: -9.69 eV. Its total charge is 0.

Results of the natural (NBO) charge analysis, in e, for atoms 1 through 2: number 1, N, carries -0.82; number 2, C, carries -0.07



Model Q:
C4H8FNO | wB97M-V/def2-TZVPD

Positions of all 15 atoms, in Å:
N -0.27 2.04 1.09
C 0.19 1.21 0.01
C -0.20 -0.28 -0.03
C 0.85 -1.13 -0.75
F 1.49 -0.37 -1.68
C -1.57 -0.77 0.20
O -0.61 -0.80 1.24
H -1.30 1.88 1.17
H 0.15 1.69 1.96
H 1.28 1.26 0.03
H -0.13 1.61 -1.00
H 0.35 -2.02 -1.19
H 1.57 -1.47 0.01
H -1.91 -1.71 -0.29
H -2.38 -0.05 0.34

As for the SMILES: NC[C@]1(CF)CO1. As for the HOMO energy: -9.59 eV. Its total charge is 0.

Results of the natural (NBO) charge analysis, in e, for atoms 1 through 2: number 1, N, carries -0.80; number 2, C, carries -0.24



The structure with the greatest stability is model Q.



Model P:
H10O5 | wB97M-V/def2-TZVPD

Positions of all 15 atoms, in Å:
O 2.26 -2.01 -0.05
H 1.53 -2.63 -0.14
H 1.84 -1.14 -0.08
O 0.31 0.44 2.95
H 0.25 0.42 1.98
H -0.59 0.32 3.26
O 0.21 0.24 0.13
H 0.12 0.97 -0.50
H -0.38 -0.46 -0.21
O -0.23 3.01 -1.02
H 0.33 3.79 -0.97
H -1.05 3.32 -1.43
O -1.34 -1.78 -1.18
H -1.82 -1.86 -2.01
H -1.43 -2.64 -0.75

As for the SMILES: O.O.O.O.O. As for the HOMO energy: -10.40 eV. Its total charge is 0.

Results of the natural (NBO) charge analysis, in e, for atoms 1 through 2: number 1, O, carries -0.95; number 2, H, carries 0.45



Model Q:
H10O5 | wB97M-V/def2-TZVPD

Positions of all 15 atoms, in Å:
O 0.16 0.90 -2.96
H -0.66 0.77 -3.40
H 0.30 0.15 -2.42
O -0.58 1.30 1.19
H -1.36 1.38 0.71
H -0.11 0.59 0.77
O -0.65 -1.61 -1.75
H -0.96 -2.29 -1.17
H -1.25 -1.61 -2.44
O 1.02 -0.56 0.20
H 0.50 -1.15 -0.43
H 1.22 -1.11 0.99
O 1.20 1.05 3.62
H 0.48 1.04 4.23
H 0.71 1.15 2.86

As for the SMILES: O.O.O.O.O. As for the HOMO energy: -10.93 eV. Its total charge is 0.

Results of the natural (NBO) charge analysis, in e, for atoms 1 through 2: number 1, O, carries -0.93; number 2, H, carries 0.45



The structure with the greatest stability is model P.